Molecular formula: C19H28N2O3S2
Method: DFT, ωB97M-V with the def2-TZVPD basis set

Its structure (SMILES) is CSC1(C(=O)N2C[C@H]3CSC[C@@]3(C)C2)CN(C(=O)[C@@H]2CC3(CC3)CO2)C1. For the energy above the lowest of the compared OMol25 structures with the same formula, charge and spin, the calculation gives 97.0 kJ/mol.

Geometry (Å):
C -0.9359 -1.2972 -0.3856
S 0.1064 -0.0480 0.3918
C -1.1507 0.9105 1.2777
C -2.1702 1.4572 0.2964
O -3.2271 0.8678 0.1247
N -1.8581 2.5747 -0.3966
C -0.5685 3.2695 -0.4291
C -0.5425 3.8446 -1.8404
C -0.1317 2.7851 -2.8672
S -1.1096 3.0582 -4.3812
C -2.2015 4.2953 -3.6145
C -2.0170 4.1985 -2.1051
C -2.4363 5.4917 -1.4121
C -2.7420 2.9961 -1.4881
C -1.7705 0.1671 2.4883
N -0.9695 1.0227 3.3561
C -0.9777 1.1182 4.6989
O -1.6039 0.3433 5.4015
C -0.1361 2.2776 5.2528
C -0.1801 2.3398 6.7717
C -1.4014 3.2145 7.0263
C -2.4627 2.8311 8.0051
C -1.5522 3.9970 8.2947
C -1.7815 3.8023 5.6735
O -0.6816 3.5195 4.8063
C -0.4792 1.8823 2.2860
H -0.2614 -1.9898 -0.8855
H -1.5116 -1.8375 0.3642
H -1.6153 -0.8585 -1.1126
H -0.5290 4.0656 0.3195
H 0.2553 2.5794 -0.2509
H 0.0975 4.7251 -1.9167
H 0.9299 2.8426 -3.1001
H -0.3399 1.7838 -2.4867
H -1.9302 5.2930 -3.9608
H -3.2318 4.0993 -3.9138
H -3.4781 5.7259 -1.6379
H -2.3477 5.4076 -0.3272
H -1.8193 6.3296 -1.7423
H -2.8612 2.1785 -2.2041
H -3.7317 3.2529 -1.1090
H -2.8449 0.3197 2.5908
H -1.5356 -0.8935 2.5671
H 0.8756 2.2101 4.8480
H -0.2799 1.3480 7.2079
H 0.7271 2.8161 7.1455
H -3.4901 3.0471 7.7398
H -2.3238 1.9166 8.5651
H -0.7920 3.8705 9.0549
H -1.9682 4.9945 8.2322
H -2.6925 3.3297 5.2859
H -1.9191 4.8832 5.6872
H 0.6088 1.9575 2.2176
H -0.9116 2.8830 2.3032

These are the Löwdin partial charges, in e, on atoms 1 to 6:
1 C -0.37
2 S 0.92
3 C -0.57
4 C -0.47
5 O 0.07
6 N 0.00

=====

Molecular formula: C19H28N4O2P
Method: DFT, ωB97M-V with the def2-TZVPD basis set

The value obtained for the energy is -39495.069 eV. The total charge is +1.

Geometry (Å):
C -0.9463 -1.7631 -0.6569
C 0.0108 -0.6807 -0.0705
P 0.6561 -1.3746 1.5387
C 2.5083 -1.3800 1.4048
C 0.2022 -0.2436 2.9164
C -0.6771 -0.6124 3.9265
C -1.3393 -1.9771 3.9013
C -0.9770 0.2431 4.9777
C -1.9553 -0.1917 6.0531
N -2.2864 0.9344 6.9397
C -0.4143 1.4945 5.0249
C 0.4354 1.8901 4.0371
C 0.7263 1.0237 3.0029
C 1.6656 1.7884 2.0894
O 1.8926 1.6813 0.9100
N 2.2509 2.8219 2.9106
C 1.2124 3.1810 3.8404
O 0.9974 4.2680 4.3123
H -1.6336 -1.3576 -1.4039
H -0.3565 -2.5896 -1.0606
H -1.5014 -2.1985 0.1778
H -0.4884 0.2826 0.0355
H 0.8538 -0.6351 -0.7641
H 2.9489 -0.3820 1.4380
H 2.7836 -1.8494 0.4591
H 2.9058 -1.9514 2.2448
H -2.2910 -1.8642 3.3637
H -0.7396 -2.6813 3.3299
H -1.5915 -2.3181 4.9031
H -2.8858 -0.4707 5.5492
H -1.5842 -1.0391 6.6429
H -2.9702 0.6263 7.6212
H -1.4658 1.1937 7.4777
H -0.6406 2.1696 5.8391
H 3.1159 2.5276 3.3480
C 1.6608 0.7321 -3.2138
C 1.6369 0.8900 -4.7187
N 0.4225 0.3280 -5.3420
C -0.7485 -0.0340 -4.7186
C -1.5780 -0.5107 -5.6793
N -0.9038 -0.4139 -6.8734
C 0.2980 0.1065 -6.6472
C -1.4106 -0.8141 -8.1884
H 1.5577 -0.3157 -2.9288
H 2.6006 1.1051 -2.8134
H 0.8525 1.2935 -2.7439
H 2.4941 0.3814 -5.1590
H 1.6973 1.9433 -4.9932
H -0.8646 0.0789 -3.6561
H -2.5767 -0.9082 -5.6538
H 1.0459 0.3119 -7.3944
H -0.7488 -1.5643 -8.6146
H -1.4503 0.0561 -8.8392
H -2.4065 -1.2316 -8.0817

These are the Löwdin partial charges, in e, on atoms 1 to 6:
1 C -0.19
2 C -0.41
3 P 1.01
4 C -0.27
5 C -0.26
6 C -0.21

=====

Molecular formula: C19H28N5O3PdS
Method: DFT, ωB97M-V with the def2-TZVPD basis set

The total charge is +1. For the energy above the lowest of the compared OMol25 structures with the same formula, charge and spin, the calculation gives 109.4 kJ/mol.

Geometry (Å):
Pd -0.5161 -0.2681 0.4832
N -3.6954 -0.3238 1.4278
C -3.1107 0.8905 1.7385
C -3.9247 1.7949 2.4393
C -3.4035 2.9882 2.8588
C -2.0639 3.2648 2.5914
C -1.3382 2.3394 1.8896
N -1.8470 1.1708 1.4244
C -3.2546 -1.4532 0.7719
C -4.0707 -2.5902 0.8408
C -3.7582 -3.6853 0.0800
C -2.6470 -3.6351 -0.7607
C -1.8772 -2.5040 -0.7395
N -2.1542 -1.4245 0.0246
H -4.6080 -0.4384 1.8373
H -4.9525 1.5317 2.6488
H -4.0203 3.6901 3.4030
H -1.5910 4.1723 2.9347
H -0.2897 2.4949 1.6941
H -4.9348 -2.5885 1.4909
H -4.3762 -4.5713 0.1274
H -2.3766 -4.4634 -1.3976
H -0.9936 -2.4186 -1.3478
C 3.1502 -2.6860 0.3002
C 1.6361 -2.8149 0.3027
C 1.1892 -4.1786 -0.2049
O 1.0647 -1.7796 -0.5676
C 1.0968 -2.6398 1.7438
O 1.5940 -3.3774 2.5776
O 0.1766 -1.7784 1.9339
H 3.5598 -2.9140 -0.6884
H 3.5701 -3.3787 1.0255
H 3.4449 -1.6764 0.5880
H 1.4876 -4.3243 -1.2487
H 0.1081 -4.2907 -0.1237
H 1.6563 -4.9548 0.3972
H 1.1933 -2.0748 -1.4766
C 1.0058 4.6730 -2.2214
C 0.1312 3.4264 -2.2201
N 0.3038 2.6073 -1.0226
C 1.3171 1.7721 -0.7880
S 1.4410 0.9836 0.7709
N 2.2206 1.5713 -1.7345
C 3.4127 0.7232 -1.6219
C 4.5991 1.4744 -1.0475
H 0.8541 5.2340 -3.1425
H 2.0660 4.4297 -2.1447
H 0.7515 5.3205 -1.3834
H 0.3135 2.8032 -3.0990
H -0.9225 3.6976 -2.2614
H -0.2684 2.8182 -0.2206
H 2.1716 2.1572 -2.5554
H 3.6258 0.3584 -2.6272
H 3.1437 -0.1245 -1.0041
H 4.8711 2.3305 -1.6657
H 5.4616 0.8114 -0.9910
H 4.3772 1.8278 -0.0402

These are the Löwdin partial charges, in e, on atoms 1 to 6:
1 Pd 0.81
2 N 0.14
3 C -0.26
4 C 0.01
5 C -0.03
6 C -0.04

=====

Molecular formula: C19H28NO5S3
Method: DFT, ωB97M-V with the def2-TZVPD basis set

The value obtained for the energy is -64391.113 eV. The total charge is -1.

Geometry (Å):
C 1.0052 -0.7964 -3.5192
C -0.3312 -1.1725 -2.8725
C -0.2422 -1.7239 -1.4339
O 1.0092 -1.4406 -0.8460
C 1.4731 -2.3559 0.0990
S 1.2617 -1.7534 1.8068
O 1.0824 -2.9499 2.6014
O 0.1486 -0.8316 1.7179
N 2.5953 -0.9671 2.0989
S 3.7075 -1.4509 3.1166
O 3.2623 -1.5325 4.4909
O 4.4537 -2.6078 2.6320
C 4.8257 -0.0358 3.0290
C 6.2798 -0.4787 3.1294
C 6.9504 -1.0050 1.8405
S 5.9875 -1.0340 0.3010
H 1.4573 -1.6440 -4.0391
H 0.8647 -0.0010 -4.2537
H 1.7153 -0.4513 -2.7708
H -0.8178 -1.9365 -3.4862
H -0.9998 -0.3087 -2.8810
H -1.0281 -1.2704 -0.8178
H -0.4119 -2.8075 -1.4226
H 0.9187 -3.2996 0.0764
H 2.5381 -2.5364 -0.0536
H 4.6057 0.5285 2.1261
H 4.5545 0.5616 3.9000
H 6.8742 0.3586 3.5067
H 6.3284 -1.2604 3.8909
H 7.8071 -0.3797 1.5803
H 7.3373 -2.0072 2.0132
H 5.2417 -2.1023 0.6192
C -3.3134 3.3834 1.5393
C -2.1941 2.5758 1.3842
C -2.2922 1.1986 1.5447
C -3.5224 0.6366 1.8616
C -4.6466 1.4395 2.0076
C -4.5432 2.8155 1.8484
H -3.2295 4.4562 1.4135
H -1.2369 3.0158 1.1340
H -1.4160 0.5701 1.4449
H -3.5998 -0.4356 1.9930
H -5.6038 0.9928 2.2478
H -5.4185 3.4431 1.9644
C -4.0443 1.5685 -1.6715
C -3.5213 0.4195 -2.2502
C -3.5999 0.2327 -3.6236
C -4.2016 1.1967 -4.4221
C -4.7232 2.3471 -3.8453
C -4.6435 2.5319 -2.4712
H -3.9759 1.7086 -0.6017
H -3.0443 -0.3249 -1.6241
H -3.1878 -0.6628 -4.0726
H -4.2605 1.0529 -5.4939
H -5.1888 3.1011 -4.4683
H -5.0469 3.4295 -2.0187

These are the Löwdin partial charges, in e, on atoms 1 to 6:
1 C -0.10
2 C -0.21
3 C -0.21
4 O -0.18
5 C -0.25
6 S 0.53

=====

Molecular formula: C19H28O20S4
Method: DFT, ωB97M-V with the def2-TZVPD basis set

The value obtained for the energy is -104434.110 eV. Its structure (SMILES) is O=COCCCCC1=CC(=O)C=CC1=O.O=S1(=O)OCCO1.O=S1(=O)OCCO1.O=S1(=O)OCCO1.O=S1(=O)OCCO1.

Geometry (Å):
O 0.2161 3.4759 4.1164
C 1.0521 2.4325 3.9132
O 0.5486 1.0665 3.6495
C 0.6896 0.7117 2.2289
C 1.5705 -0.6438 1.9368
C 2.9653 -0.3984 1.1111
C 2.8519 -0.7816 -0.5126
C 1.8235 0.3730 -1.1460
C 2.3822 1.6451 -1.7477
C 1.3170 2.7716 -2.3181
O 1.6715 3.7299 -3.1804
C -0.2542 2.7314 -1.7655
C -0.8207 1.4517 -1.1854
C 0.1929 0.1606 -1.0893
O -0.3088 -1.0655 -0.9217
H 2.1971 2.6535 4.0145
H 1.0837 1.6089 1.5476
H -0.4061 0.4856 1.8163
H 1.8642 -1.0878 2.9924
H 0.8725 -1.4469 1.4238
H 3.1806 0.7692 1.1262
H 3.8294 -1.0205 1.6113
H 2.4563 -1.8730 -0.6899
H 3.9446 -0.6207 -0.9621
H 3.5512 1.8446 -1.8199
H -0.9430 3.6989 -1.8297
H -1.9223 1.3618 -0.7944
O 1.0419 -3.7146 2.4676
S 2.3329 -4.3661 2.4768
O 3.2049 -4.4017 1.3258
O 2.1300 -5.8892 3.0217
C 2.9309 -6.0887 4.1853
C 3.0563 -4.7132 4.8349
O 3.1808 -3.7976 3.7490
H 3.9084 -6.4642 3.8657
H 2.4616 -6.8182 4.8507
H 3.9210 -4.6435 5.4991
H 2.1487 -4.4559 5.3911
O -3.5246 2.6684 -1.6109
S -4.0831 2.8022 -2.9380
O -4.4139 1.6692 -3.7707
O -3.1300 3.8129 -3.7912
C -3.8997 4.9270 -4.2400
C -5.0099 5.0984 -3.2068
O -5.3904 3.7730 -2.8445
H -4.3117 4.6820 -5.2243
H -3.2703 5.8173 -4.3213
H -5.8656 5.6507 -3.6025
H -4.6374 5.6005 -2.3076
O -5.1402 7.7806 -3.9305
S -4.6489 7.8715 -5.2875
O -4.4728 6.7187 -6.1398
O -3.2572 8.7206 -5.2687
C -3.3892 9.8687 -6.1051
C -4.8741 10.2213 -6.0824
O -5.5552 8.9688 -6.0845
H -3.0647 9.5942 -7.1140
H -2.7652 10.6855 -5.7327
H -5.1723 10.8239 -6.9437
H -5.1398 10.7486 -5.1601
O 4.2307 -8.9572 5.4232
S 4.0038 -10.3319 5.0361
O 4.9870 -11.3740 5.2201
O 3.5149 -10.3482 3.4810
C 2.2320 -10.9659 3.3922
C 1.5592 -10.7037 4.7369
O 2.5995 -10.8236 5.7044
H 2.3809 -12.0381 3.2283
H 1.6638 -10.5466 2.5576
H 0.7549 -11.4132 4.9456
H 1.1661 -9.6829 4.7885

These are the Löwdin partial charges, in e, on atoms 1 to 6:
1 O -0.05
2 C -0.13
3 O -0.13
4 C -0.19
5 C -0.17
6 C -0.18

=====

Molecular formula: C19H29AlN2O
Method: DFT, ωB97M-V with the def2-TZVPD basis set

The total charge is +2. For the energy above the lowest of the compared OMol25 structures with the same formula, charge and spin, the calculation gives 0.0 kJ/mol.

Geometry (Å):
C -1.6094 -1.8590 -0.7274
H -1.1790 -2.8059 -0.3898
H -2.4460 -1.6017 -0.0657
H 0.7591 0.2849 -1.7834
C -2.0682 -1.9762 -2.1880
H -2.2105 -0.9673 -2.6120
H -1.2556 -2.4152 -2.7751
C -3.3324 -2.8025 -2.4316
H -3.4904 -2.9150 -3.5066
H -3.2429 -3.8053 -2.0046
H -4.1888 -2.2976 -1.9775
C 0.1440 1.9257 0.4609
C -0.6242 1.8863 -0.7558
C -1.9627 1.4670 -0.4144
C -1.9811 1.1752 0.9759
C -0.6836 1.4520 1.5126
C -0.2753 1.3114 2.9244
C -3.1685 0.7733 1.7578
C -3.1456 1.5832 -1.2988
C -0.2279 2.5197 -2.0420
C 1.5358 2.4012 0.5779
Al -0.2132 -0.4959 -0.8403
H -2.8912 0.1965 2.6452
H -3.7207 1.6556 2.1055
H -3.8633 0.1665 1.1660
H -0.9556 0.6454 3.4689
H 0.7363 0.8906 2.9947
H -0.2614 2.2714 3.4599
H 2.1660 1.9752 -0.2144
H 1.6089 3.4997 0.5199
H 1.9676 2.0921 1.5366
H -0.8152 2.1284 -2.8820
H -0.3740 3.6125 -2.0081
H 0.8260 2.3272 -2.2724
H -3.8904 0.7962 -1.1107
H -3.6406 2.5538 -1.1249
H -2.8768 1.5334 -2.3629
N 5.8603 -0.8337 -0.0249
C 4.5931 -0.3603 -0.2410
O 4.3288 0.6224 -0.9369
C 3.5159 -1.1093 0.4821
C 3.6043 -1.7961 1.7036
C 2.4105 -2.1439 2.3445
C 1.1791 -1.7824 1.7723
N 1.1115 -1.2271 0.5262
C 2.2817 -0.9887 -0.1303
H 6.5565 -0.4605 -0.6508
H 5.9667 -1.7839 0.3050
H 4.5805 -2.0336 2.1264
H 2.4025 -2.6790 3.2992
H 0.2261 -1.9646 2.2751
H 2.2334 -0.6425 -1.1686

These are the Löwdin partial charges, in e, on atoms 1 to 6:
1 C -0.19
2 H 0.08
3 H 0.07
4 H 0.06
5 C -0.35
6 H 0.08